Density functional theory data (the ωB97M-V functional and the def2-TZVPD basis) for a 8-piece molecular cluster, C43H49BrN11O3 overall at a distorted geometry.

Energy = -137949.7061 eV
E_LUMO = -5.6 eV
Relative energy (zero: lowest compared OMol25 entry of this formula, charge and spin) = 0.0 kcal per mole
Net charge = +1

Structure (XYZ):
```
107
Properties=species:S:1:pos:R:3:forces:R:3
C -1.04757 -0.73124 4.39688 -0.24 -0.42 0.09
H -0.78906 3.28681 -6.49539 -0.01 0.00 0.00
C 4.56729 1.29897 9.95088 -0.01 0.02 0.01
C 3.98470 0.49450 7.93533 -0.08 -0.03 -0.04
H 2.59208 -5.31834 0.68435 0.08 -0.03 0.03
C -0.33161 8.56605 -3.97466 0.05 -0.04 0.01
H 1.80497 -7.62778 1.21439 0.09 0.00 0.03
N 2.85353 0.73115 8.67126 0.06 0.04 -0.01
H -4.31199 1.85544 -5.32618 0.02 0.01 -0.01
H 6.09713 0.76175 8.40530 0.00 0.00 0.00
N -0.86981 -0.78328 0.37870 -0.94 -0.39 0.95
H 0.09475 -3.27115 -0.05723 0.07 -0.07 0.17
C 0.98201 1.94550 -2.10814 0.66 -0.21 -0.14
C -0.23683 -1.23351 -0.68173 0.68 -0.97 -1.00
C -1.47714 9.26906 -4.23011 -0.02 -0.01 0.02
H -2.61947 1.21432 -3.60978 0.07 0.01 -0.18
C -1.58350 -1.76514 1.29449 -0.11 0.06 0.68
C 5.06477 0.83525 8.70319 0.02 0.01 -0.02
H 0.35153 8.60169 -3.14299 0.01 0.05 -0.01
C 1.65229 1.84101 4.62692 0.01 -0.04 -0.03
C -0.63548 -10.95231 -1.75676 -0.01 0.01 -0.01
H -0.24206 -1.29199 4.86517 0.13 -0.01 -0.07
C -0.33720 1.28398 -0.05808 -0.03 1.29 0.40
O -2.22319 -1.08952 2.28436 0.02 -0.44 -0.16
C 0.61668 -11.48419 -1.34554 0.02 0.00 -0.01
H -1.60437 -0.24449 5.18978 0.05 0.17 0.13
C 0.94770 -5.30741 3.41173 -0.10 0.07 -0.06
H -2.96724 -1.60315 4.10326 -0.27 -0.10 -0.22
N 0.12094 -9.75567 -0.05606 0.01 -0.02 -0.04
N -0.84281 0.24624 -5.33106 -0.06 0.09 0.12
C -1.98272 8.81696 -5.47928 -0.02 -0.01 0.00
H 1.94997 -10.79537 0.30320 0.00 -0.03 -0.01
C 0.86883 3.63728 3.54055 0.01 -0.02 -0.07
H 2.45059 1.47978 10.62717 0.02 0.00 0.02
C -2.00660 -1.63514 3.60300 0.07 0.87 0.89
C -1.75423 0.14303 -6.35242 -0.05 -0.06 0.07
H 2.37173 2.91888 6.38009 0.02 0.00 -0.01
C 0.34185 0.96717 -1.24482 0.17 0.27 -0.27
H 0.43504 -7.48250 3.54954 0.02 0.00 0.02
C -4.28153 2.28429 -4.33993 0.03 -0.03 -0.01
N -3.33348 1.89511 -3.43410 -0.10 0.02 0.16
C 0.39103 -0.36235 -1.56005 -0.38 0.37 0.71
H -1.25863 -11.31137 -2.55836 0.00 -0.01 0.01
C -0.35226 1.53026 -5.28282 0.02 -0.03 0.04
C 2.64852 2.52163 -3.64352 1.83 -0.26 -1.19
C 0.76794 -3.10448 -2.04466 1.93 -0.14 0.47
H 1.91486 0.56827 8.35966 -0.02 0.02 0.01
C 2.11763 1.58702 -2.81606 -0.64 -0.60 0.73
H -1.14630 7.26339 -6.84197 -0.01 0.03 -0.02
C 3.20174 1.22530 9.89941 -0.05 -0.02 0.00
H 1.13296 -12.32701 -1.77293 -0.01 -0.01 0.01
H -0.57456 -0.50354 -4.72147 0.06 -0.10 -0.11
C 1.05650 -10.72744 -0.29394 0.03 0.06 0.02
H -2.48544 1.60955 -7.78721 0.01 0.00 -0.01
C 1.59672 -6.77773 1.84160 0.01 -0.01 -0.02
C -1.54262 3.02398 0.65655 -1.35 0.13 0.56
C 1.89218 2.93286 5.41488 -0.01 -0.03 0.05
C -0.96049 2.24640 -6.27542 0.01 0.02 0.02
H -0.79750 -2.41413 1.68457 0.08 -0.17 -0.05
H 5.14687 1.64747 10.78882 0.00 0.00 0.00
C -1.85004 1.36760 -6.95225 0.03 0.01 0.00
H 1.42044 5.09382 5.06352 0.00 0.00 0.01
N -2.65137 3.25226 0.89070 0.95 0.16 -0.04
N 1.03225 2.27687 3.48294 0.00 0.04 0.06
H 1.86876 0.79651 4.77680 0.04 0.01 0.01
H 0.50676 -4.87409 4.29438 0.04 -0.02 0.03
C 1.13518 4.08958 -3.15607 0.50 0.45 -0.63
H -2.87240 9.16072 -5.97915 0.00 0.00 0.00
C -0.20608 -2.70967 -0.93729 -0.65 -0.38 -0.74
N 2.05147 -5.53407 1.50242 -0.15 0.05 -0.06
N -0.95017 0.48145 0.74569 0.51 -0.64 -0.69
H 0.75892 5.08986 -3.28975 -0.15 0.17 -0.01
H -2.88035 2.42971 -1.40532 -0.01 -0.07 0.02
O 1.93182 -3.27355 -1.80212 -1.49 0.17 -0.42
H -1.20324 -3.03247 -1.24262 -0.13 -0.07 0.18
H -2.30261 -2.34487 0.71567 0.15 0.06 -0.52
H -1.90670 10.02413 -3.59365 0.00 0.00 0.00
H 0.64841 7.07445 -5.10804 0.06 0.06 -0.07
C 0.51400 3.21058 -2.32643 -1.82 0.48 1.41
C 1.65720 -4.63079 2.45361 -0.06 0.15 -0.13
H 1.91743 -3.58783 2.36898 0.12 -0.02 0.08
H -0.37488 3.54193 -1.81996 -0.24 0.13 -0.04
H 0.39538 4.17504 2.73653 0.01 0.04 0.03
C -1.12801 7.85430 -5.94234 0.03 -0.03 -0.01
C 0.91030 -6.67238 3.02236 -0.05 -0.04 -0.05
C 1.39442 4.07201 4.72521 -0.02 0.01 -0.01
H -4.96817 4.10241 -1.68374 0.01 0.00 0.01
H 0.74319 1.69275 2.72347 -0.02 -0.01 0.00
H 3.52069 2.22799 -4.21261 0.15 0.14 -0.12
H 0.38322 1.81441 -4.54750 -0.15 -0.05 -0.27
C -5.06712 3.23383 -3.74539 -0.01 0.00 0.00
H 2.55737 0.61055 -2.72002 0.29 -0.13 -0.04
C -3.51164 2.58677 -2.25928 0.04 -0.09 -0.30
O -0.34400 2.61608 0.34284 0.20 -0.29 -0.28
H -2.25033 -0.78982 -6.56112 0.00 0.02 -0.02
C -0.91559 -9.88986 -0.94114 0.02 0.07 0.00
H -1.69982 -2.67952 3.59223 0.14 -0.04 -0.38
H 0.18226 -9.05500 0.65787 -0.08 -0.03 0.06
H 0.88575 -0.69400 -2.45504 0.02 -0.19 -0.08
N -0.12309 7.70897 -5.02343 -0.06 -0.06 0.06
H -0.64341 0.05512 3.76979 0.11 0.03 -0.12
H 3.92219 0.10556 6.93310 0.03 -0.01 0.00
H -5.90094 3.73682 -4.20474 0.00 0.01 0.00
H -1.75820 -9.22027 -0.91347 -0.02 -0.02 0.00
Br 0.11061 -3.30172 -3.86129 -0.10 0.15 0.55
N 2.21935 3.75150 -3.83042 -0.07 0.47 -0.20
C -4.57879 3.42624 -2.42623 -0.02 0.07 0.08
```
Forces are in eV/Å.